Molecular formula: C34H41As3MgN2OPS2
Method: DFT, ωB97M-V/def2-TZVPD

The geometry in XYZ format:
```
85
Properties=species:S:1:pos:R:3:nbo_charge:R:1
Mg -1.659 -1.396 1.722 1.561
O -1.760 0.477 3.867 -0.639
C -0.967 -0.369 3.454 -0.034
C 0.371 -0.476 4.119 -0.031
C 0.480 -0.431 5.508 -0.211
C 1.711 -0.561 6.126 -0.205
C 2.858 -0.667 5.353 -0.224
C 2.763 -0.702 3.970 -0.217
C 1.520 -0.671 3.339 -0.344
P 1.315 -0.917 1.514 0.774
C 2.932 -0.251 0.945 -0.338
C 3.816 -0.969 0.143 -0.212
C 4.995 -0.388 -0.304 -0.211
C 5.299 0.924 0.023 -0.219
C 4.403 1.665 0.785 -0.231
C 3.230 1.083 1.233 -0.151
C 1.657 -2.734 1.408 -0.360
C 2.674 -3.378 2.118 -0.138
C 2.891 -4.736 1.972 -0.237
C 2.094 -5.487 1.117 -0.201
C 1.094 -4.863 0.396 -0.193
C 0.882 -3.498 0.541 -0.194
H -0.421 -0.277 6.091 0.222
H 1.784 -0.554 7.207 0.206
H 3.832 -0.721 5.825 0.206
H 3.671 -0.757 3.383 0.212
H 3.587 -1.996 -0.118 0.226
H 5.682 -0.966 -0.910 0.210
H 6.229 1.369 -0.310 0.209
H 4.623 2.697 1.028 0.211
H 2.539 1.662 1.835 0.207
H 3.295 -2.822 2.805 0.206
H 3.683 -5.216 2.535 0.207
H 2.240 -6.556 1.032 0.210
H 0.455 -5.432 -0.267 0.220
H 0.094 -3.026 -0.026 0.221
C -2.753 -0.558 -3.273 -0.952
As -1.209 -0.663 -2.054 0.894
C -0.190 -1.892 -3.225 -0.948
C -0.151 0.909 -2.662 -0.720
C -0.442 2.327 -2.142 -0.072
C 0.526 3.281 -2.859 -0.604
C -0.164 2.536 -0.635 -0.710
As -1.225 1.670 0.816 0.876
C -2.862 2.761 0.771 -0.956
C -0.371 2.749 2.220 -0.949
C -1.893 2.728 -2.431 -0.724
As -2.715 2.937 -4.233 0.878
C -1.582 1.999 -5.552 -0.955
C -2.027 4.733 -4.679 -0.953
H -2.434 -0.514 -4.315 0.199
H -3.398 0.292 -3.055 0.229
H -3.343 -1.461 -3.117 0.244
H -0.055 -1.448 -4.213 0.205
H -0.729 -2.833 -3.334 0.228
H 0.787 -2.110 -2.791 0.223
H -0.251 0.922 -3.750 0.212
H 0.893 0.662 -2.437 0.222
H 1.556 3.067 -2.564 0.210
H 0.304 4.319 -2.598 0.203
H 0.456 3.175 -3.942 0.199
H -0.227 3.612 -0.441 0.203
H 0.870 2.237 -0.427 0.220
H -2.647 3.811 0.564 0.202
H -3.312 2.673 1.760 0.243
H -3.578 2.381 0.045 0.230
H -0.294 3.796 1.919 0.205
H 0.622 2.366 2.455 0.212
H -0.974 2.671 3.122 0.256
H -2.084 3.706 -1.976 0.222
H -2.544 2.022 -1.911 0.226
H -1.691 0.919 -5.476 0.224
H -0.526 2.262 -5.489 0.210
H -1.953 2.304 -6.532 0.225
H -2.309 5.449 -3.907 0.222
H -2.480 5.056 -5.617 0.220
H -0.943 4.746 -4.795 0.213
S -3.941 -1.227 0.796 -0.503
C -4.511 -2.777 1.355 -0.292
C -5.917 -2.965 1.214 0.281
N -7.059 -3.074 1.097 -0.361
C -3.765 -3.792 1.886 -0.281
S -2.044 -3.808 2.155 -0.495
C -4.415 -5.006 2.253 0.280
N -4.896 -6.012 2.546 -0.361
```

- Calculated total energy: -9550.160979 Eh
- Total charge: -1
- Energy above the lowest of the compared OMol25 structures with the same formula, charge and spin: 97.52 kJ/mol
- Frontier orbital gap: 6.314 eV
- LUMO: 0.0773 hartree

***

Molecular formula: C34H41CaClN4P2
Method: DFT, ωB97M-V/def2-TZVPD

The geometry in XYZ format:
```
83
Properties=species:S:1:pos:R:3:mulliken_charge:R:1
Ca 0.145 0.214 1.183 0.580
C 3.260 -1.384 -3.918 -0.766
C 2.915 -0.445 -3.039 -0.437
C 1.558 -0.170 -2.436 -0.014
C 1.005 -1.350 -1.624 2.772
C -0.011 -2.157 -2.340 -0.569
C 0.167 -2.751 -3.507 -0.593
C 0.880 -2.142 -4.677 -0.746
C 2.414 -2.382 -4.629 -0.562
C 0.604 -1.900 2.447 -1.268
H 4.293 -1.379 -4.252 0.389
H 3.681 0.211 -2.633 0.392
H 0.890 0.198 -3.234 0.300
H 1.654 0.706 -1.768 0.097
H 1.842 -1.995 -1.346 0.003
H 0.475 -0.999 -0.723 -1.986
H -0.932 -2.221 -1.759 0.231
H -0.302 -3.720 -3.749 0.360
H 0.746 -1.071 -4.800 0.238
H 0.531 -2.566 -5.630 0.409
H 2.578 -3.406 -4.251 0.291
H 2.788 -2.359 -5.667 0.442
H 1.603 -2.008 2.912 0.181
H 0.533 -2.785 1.801 0.328
H -0.119 -2.130 3.255 0.246
P -2.454 -0.159 1.318 0.162
P -0.081 2.965 0.467 -0.097
N -3.237 -0.886 -0.093 0.764
N -3.773 -0.024 2.414 0.445
N -0.797 3.392 -1.258 0.603
N 0.092 4.683 1.066 0.268
C -2.501 1.545 0.518 -0.705
C -1.737 2.686 1.270 -1.273
C -3.357 -2.292 -0.172 -0.786
C -4.487 -2.573 -0.931 -0.630
C -5.083 -1.317 -1.319 -0.858
C -4.282 -0.305 -0.826 -0.250
C -3.767 -0.435 3.754 -0.456
C -4.916 0.037 4.370 -0.532
C -5.650 0.786 3.384 -0.704
C -4.943 0.709 2.201 -0.175
C -0.198 2.881 -2.422 -0.601
C -1.003 3.137 -3.531 -0.593
C -2.133 3.882 -3.059 -0.893
C -1.978 4.012 -1.672 -0.484
C -0.278 5.869 0.415 -0.298
C -0.062 6.949 1.260 -0.651
C 0.410 6.422 2.508 -0.517
C 0.462 5.038 2.374 -0.503
H -3.563 1.835 0.484 -0.001
H -2.179 1.478 -0.546 0.744
H -2.337 3.612 1.185 0.419
H -1.581 2.503 2.359 0.407
H -2.597 -2.924 0.304 0.470
H -4.873 -3.559 -1.198 0.429
H -5.992 -1.161 -1.887 0.430
H -4.328 0.768 -0.946 0.541
H -2.935 -1.016 4.122 0.398
H -5.209 -0.116 5.403 0.406
H -6.570 1.333 3.529 0.431
H -5.159 1.122 1.236 0.339
H 0.776 2.402 -2.366 0.568
H -0.816 2.812 -4.553 0.435
H -2.958 4.256 -3.663 0.430
H -2.639 4.518 -0.982 0.538
H -0.627 5.846 -0.606 0.430
H -0.221 7.990 1.003 0.420
H 0.678 7.002 3.384 0.404
H 0.759 4.275 3.081 0.310
Cl 3.261 -3.426 0.430 -0.110
C 4.645 -3.705 1.399 0.232
C 5.612 -4.611 1.035 -0.427
C 6.649 -4.898 1.950 -0.416
C 6.647 -4.335 3.233 -0.445
C 5.680 -3.420 3.603 -0.620
C 4.756 -2.945 2.623 0.895
C 4.005 -1.799 2.772 -1.533
H 5.553 -5.101 0.064 0.393
H 7.452 -5.541 1.623 0.358
H 7.390 -4.640 3.974 0.348
H 5.681 -2.941 4.585 0.370
H 3.560 -1.591 3.718 0.487
H 4.040 -1.037 1.992 0.365
```

- Calculated total energy: -3359.391674 Eh
- Frontier orbital gap (spin up / spin down): 7.181 / 4.657 eV
- LUMO (spin up / spin down): -0.0101 / -0.0137 hartree

***

Molecular formula: C34H41Cl3NOP3Ti
Method: DFT, ωB97M-V/def2-TZVPD

The geometry in XYZ format:
```
84
Properties=species:S:1:pos:R:3:mulliken_charge:R:1
P -0.528 0.787 -2.079 1.827
C -1.204 2.257 -2.850 0.600
C -0.400 3.087 -3.652 0.030
H 0.671 2.901 -3.731 0.375
C -0.981 4.144 -4.353 -0.768
H -0.354 4.776 -4.984 0.439
C -2.354 4.380 -4.256 -0.493
H -2.806 5.202 -4.815 0.417
C -3.150 3.559 -3.451 -0.788
H -4.223 3.735 -3.379 0.420
C -2.583 2.502 -2.741 -0.811
H -3.190 1.855 -2.109 0.418
C 1.269 0.958 -2.107 0.023
C 1.844 2.034 -1.408 -0.207
H 1.198 2.788 -0.950 0.675
C 3.230 2.131 -1.306 -0.871
H 3.667 2.950 -0.734 0.480
C 4.041 1.203 -1.965 -0.705
H 5.126 1.305 -1.921 0.458
C 3.472 0.163 -2.703 -0.817
H 4.097 -0.543 -3.249 0.466
C 2.084 0.024 -2.763 -0.494
H 1.634 -0.790 -3.339 0.397
C -1.005 -0.658 -3.041 0.342
C -0.960 -0.572 -4.447 -0.642
H -0.646 0.357 -4.926 0.489
C -1.321 -1.673 -5.224 -0.674
H -1.278 -1.600 -6.311 0.418
C -1.728 -2.861 -4.608 -0.654
H -2.003 -3.724 -5.217 0.424
C -1.785 -2.943 -3.214 -0.662
H -2.091 -3.866 -2.722 0.406
C -1.448 -1.841 -2.429 -0.202
H -1.553 -1.879 -1.344 0.362
Ti -1.396 0.218 2.106 -1.640
C 0.377 -0.925 2.849 -1.512
C 1.347 -1.228 1.979 0.573
H 0.359 -1.245 3.901 0.630
C 1.157 -0.709 0.567 0.553
O 0.983 -1.878 -0.276 -0.869
H 0.725 -1.612 -1.179 0.261
C -0.053 0.147 0.594 2.495
H 2.027 -0.131 0.200 -0.210
C -0.979 0.587 -0.236 -0.463
Cl -1.810 0.108 4.450 -0.452
Cl -3.152 1.735 1.845 -0.500
P -0.152 2.330 3.020 1.274
C -0.934 3.238 4.392 -1.245
H -0.740 2.713 5.334 0.386
H -2.018 3.274 4.231 0.352
H -0.524 4.255 4.428 0.494
C 1.548 2.148 3.638 -1.198
H 2.184 1.727 2.849 0.145
H 1.541 1.456 4.488 0.324
H 1.937 3.127 3.950 0.492
C 0.008 3.625 1.757 -1.140
H -0.924 3.687 1.184 0.320
H 0.835 3.387 1.078 0.066
H 0.200 4.582 2.260 0.583
P 2.832 -2.249 2.240 1.384
C 3.149 -2.403 3.982 -1.229
C 4.133 -1.354 1.380 -1.161
H 2.296 -2.880 4.481 0.412
H 3.333 -1.416 4.429 0.380
H 4.042 -3.028 4.101 0.446
H 3.916 -1.290 0.305 0.259
H 5.081 -1.886 1.527 0.517
H 4.219 -0.338 1.790 0.365
C 2.520 -3.820 1.441 -1.291
H 1.603 -4.262 1.852 0.410
H 3.372 -4.485 1.625 0.514
H 2.379 -3.653 0.366 0.315
H -1.953 1.020 0.045 -0.158
Cl -2.244 -5.086 0.140 -0.169
C -2.897 -3.813 1.089 -0.117
C -4.166 -3.927 1.656 -0.214
C -4.638 -2.839 2.398 -0.878
C -3.859 -1.691 2.496 -0.107
N -2.643 -1.574 1.910 0.600
C -2.129 -2.657 1.270 -0.569
H -4.740 -4.834 1.519 0.493
H -5.602 -2.868 2.898 0.430
H -4.192 -0.825 3.076 0.401
H -1.102 -2.604 0.904 0.568
```

- Calculated total energy: -4703.877223 Eh
- Total charge: +2
- Frontier orbital gap: 7.969 eV
- LUMO: -0.2085 hartree

***

Molecular formula: C34H41F6Ge2PPbSb
Method: DFT, ωB97M-V/def2-TZVPD

The geometry in XYZ format:
```
86
Properties=species:S:1:pos:R:3:lowdin_spin:R:1
Pb 0.548 -1.476 -1.943 0.000
C 3.724 -1.677 4.414 0.001
C 3.708 -1.573 2.873 0.008
Ge 2.123 -0.583 2.405 0.021
C 0.410 -1.478 2.353 0.010
C -0.246 -1.610 3.742 0.001
C 2.028 1.277 2.936 0.219
C 1.924 2.336 2.098 0.022
Ge 2.071 1.994 0.165 -0.003
C 0.360 1.942 -0.749 -0.001
C -0.200 3.301 -1.196 0.000
C 3.701 2.264 -0.825 -0.002
C 3.781 3.663 -1.460 0.000
C 1.752 3.696 2.555 0.205
C 1.834 4.785 1.625 0.043
C 1.739 6.075 2.039 0.079
C 1.523 6.351 3.423 0.260
C 1.402 5.302 4.360 0.033
C 1.505 4.011 3.944 0.082
H 4.558 -2.316 4.702 0.000
H 2.821 -2.139 4.817 0.000
H 3.876 -0.710 4.893 0.000
H 3.619 -2.550 2.397 0.000
H 4.593 -1.064 2.494 0.000
H 0.605 -2.463 1.921 0.001
H -0.218 -0.904 1.669 0.000
H 0.413 -2.089 4.465 0.000
H -1.136 -2.234 3.674 0.000
H -0.546 -0.640 4.140 0.000
H 2.056 1.436 4.013 0.008
H -0.337 1.432 -0.078 0.000
H 0.535 1.307 -1.628 0.000
H -0.384 3.948 -0.337 0.000
H -1.152 3.175 -1.710 0.000
H 0.477 3.819 -1.875 0.000
H 3.712 1.477 -1.580 0.000
H 4.525 2.098 -0.131 0.000
H 2.946 3.871 -2.130 0.000
H 4.690 3.716 -2.058 0.000
H 3.848 4.456 -0.715 0.000
H 1.998 4.586 0.570 -0.001
H 1.822 6.894 1.336 0.001
H 1.438 7.381 3.753 0.010
H 1.231 5.531 5.404 -0.001
H 1.407 3.218 4.672 0.001
F 1.906 -0.031 0.439 0.000
P 4.849 -1.753 -0.881 0.000
F 3.776 -2.805 -0.464 0.000
F 5.785 -1.761 -2.086 0.000
F 3.703 -1.094 -1.827 0.000
F 4.826 -0.485 0.010 0.000
F 5.907 -2.456 0.021 0.000
C -4.353 -6.373 -2.008 0.000
C -3.182 -6.304 -1.267 0.000
C -2.562 -5.078 -1.061 0.000
C -3.132 -3.943 -1.632 0.000
C -4.296 -3.995 -2.393 0.000
C -4.897 -5.231 -2.587 0.000
Sb -2.253 -2.070 -1.298 0.000
C -1.796 -1.293 -3.234 0.000
C -1.025 -2.165 -4.045 0.000
C -0.597 -1.759 -5.312 0.000
C -0.884 -0.474 -5.752 0.000
C -1.605 0.401 -4.942 0.000
C -2.047 0.008 -3.680 0.000
C -3.704 -0.835 -0.424 0.000
C -3.700 -0.664 0.958 0.000
C -4.692 0.115 1.539 0.000
C -5.669 0.704 0.746 0.000
C -5.665 0.522 -0.631 0.000
C -4.685 -0.260 -1.229 0.000
H -4.863 -7.320 -2.115 0.000
H -2.751 -7.200 -0.840 0.000
H -1.656 -5.025 -0.469 0.000
H -4.735 -3.108 -2.833 0.000
H -5.800 -5.295 -3.179 0.000
H -0.930 -3.219 -3.770 0.000
H -0.060 -2.450 -5.950 0.000
H -0.560 -0.156 -6.735 0.000
H -1.834 1.396 -5.302 0.000
H -2.622 0.694 -3.069 0.000
H -2.956 -1.144 1.583 0.000
H -4.715 0.244 2.613 0.000
H -6.457 1.284 1.207 0.000
H -6.440 0.967 -1.241 0.000
H -4.713 -0.429 -2.299 0.000
```

- Multiplicity: 2
- Calculated total energy: -6846.309575 Eh
- Total charge: +4
- Frontier orbital gap (spin up / spin down): 5.648 / 3.950 eV
- LUMO (spin up / spin down): -0.4541 / -0.5165 hartree

***

Molecular formula: C34H41N6
Method: DFT, ωB97M-V/def2-TZVPD

The geometry in XYZ format:
```
81
Properties=species:S:1:pos:R:3:mulliken_charge:R:1
C 8.733 -2.356 -2.617 -0.400
C 7.898 -3.457 -2.869 -0.592
C 6.562 -3.261 -3.213 -0.413
C 6.046 -1.942 -3.317 0.468
C 4.667 -1.666 -3.642 0.126
C 3.602 -2.525 -3.881 0.048
N 2.534 -1.717 -4.112 0.748
C 1.162 -2.104 -4.422 -1.320
C 0.346 -2.414 -3.156 0.458
C -1.049 -2.983 -3.464 -0.827
C -1.943 -2.457 -2.327 -0.686
C -1.228 -1.184 -1.808 0.128
N 0.110 -1.295 -2.302 -0.195
N 2.913 -0.406 -4.020 -0.836
N 4.189 -0.378 -3.743 -0.276
C 6.894 -0.843 -3.070 -0.410
C 8.227 -1.048 -2.719 -0.497
H 9.775 -2.522 -2.340 0.364
H 8.289 -4.472 -2.795 0.369
H 5.890 -4.102 -3.403 0.257
H 3.588 -3.599 -3.865 0.407
H 0.695 -1.280 -4.988 0.310
H 1.222 -3.014 -5.039 0.312
H 0.923 -3.192 -2.609 0.142
H -1.391 -2.574 -4.426 0.346
H -1.031 -4.072 -3.542 0.387
H -2.959 -2.248 -2.669 0.374
H -1.999 -3.208 -1.531 0.334
H -1.726 -0.277 -2.206 0.296
H -1.278 -1.110 -0.707 -0.451
H 0.760 -0.519 -2.250 0.271
H 6.464 0.159 -3.154 0.416
H 8.867 -0.187 -2.524 0.369
C -6.806 4.214 1.075 -0.988
N -6.810 2.768 1.144 0.063
C -8.019 2.179 0.625 -0.780
C -8.101 0.687 0.891 -0.798
C -6.802 0.001 0.493 -0.769
C -5.606 0.670 1.079 0.847
C -5.707 2.035 1.479 1.247
C -4.610 2.601 2.182 -1.351
C -3.441 1.889 2.348 -1.050
C -3.232 0.618 1.709 0.361
C -1.975 -0.038 1.634 -0.474
C -0.725 0.523 1.995 0.461
C 0.359 -0.322 2.374 -1.190
C 1.558 0.183 2.839 0.960
C 1.739 1.592 2.972 1.151
N 2.881 2.095 3.524 -0.016
C 3.151 3.518 3.538 -1.140
C 4.032 1.270 3.802 -0.538
C 3.651 -0.146 4.195 -0.864
C 2.665 -0.748 3.205 -0.883
C 0.719 2.445 2.472 -0.740
C -0.462 1.933 1.984 -1.507
C -4.397 0.006 1.161 -1.262
H -5.839 4.630 1.365 0.329
H -7.041 4.556 0.054 0.317
H -7.585 4.630 1.731 0.319
H -8.871 2.702 1.082 0.414
H -8.074 2.374 -0.461 0.398
H -8.301 0.526 1.957 0.339
H -8.933 0.277 0.316 0.353
H -6.828 -1.048 0.804 0.424
H -6.714 0.017 -0.604 0.293
H -4.706 3.601 2.611 0.364
H -2.656 2.306 2.976 0.927
H -1.993 -1.100 1.387 0.621
H 0.211 -1.406 2.364 0.386
H 2.260 4.085 3.827 0.383
H 3.935 3.708 4.280 0.341
H 3.509 3.898 2.565 0.352
H 4.685 1.236 2.911 0.295
H 4.597 1.759 4.604 0.391
H 4.559 -0.753 4.223 0.363
H 3.208 -0.140 5.198 0.313
H 2.240 -1.665 3.624 0.411
H 3.210 -1.035 2.293 0.315
H 0.866 3.526 2.488 0.283
H -1.224 2.621 1.618 0.867
H -4.334 -1.025 0.799 0.440
```

- Calculated total energy: -1648.483341 Eh
- Total charge: +1
- Energy above the lowest of the compared OMol25 structures with the same formula, charge and spin: 0.00 kJ/mol
- Frontier orbital gap: 5.414 eV
- LUMO: -0.1565 hartree

***

The lowest calculated total energy belongs to which entry? C34H41As3MgN2OPS2